[1]
Below is 2 unconnected molecules or ions with the total composition C6H16O at a distorted geometry, with properties calculated with the ωB97M-V functional and the def2-TZVPD basis.

Kohn-Sham gap ... 11.64 eV
ΔE to the lowest compared entry with this formula, charge and spin ... 14.4 kcal per mole
Total charge ... 0
2S+1 ... 1
HOMO energy ... -10.895 eV

Each line ends with the natural charge from an NBO analysis.
Element x y z (Å)
H: 0.0186 1.8311 -1.5223  0.22
H: -0.0153 -0.5005 -0.1954  0.19
H: 0.6005 1.0613 2.9556  0.21
H: 2.0662 0.9694 1.3965  0.19
H: -5.6511 -1.1696 1.5376  0.47
C: 1.4264 0.1017 1.2085  -0.38
H: -4.2321 -0.6767 1.3425  0.47
C: 1.8793 -0.3176 -1.2507  -0.39
H: 2.5884 -1.1025 -0.9905  0.21
H: -0.5408 1.8123 0.0272  0.21
C: 1.2058 -0.7121 -2.5876  -0.60
H: 0.2974 -1.3096 -2.5036  0.20
C: 0.3111 0.2348 2.3123  -0.61
H: -0.5861 0.4507 1.7405  0.20
O: -5.0500 -0.8599 0.8633  -0.93
H: 0.1878 -0.6351 2.9490  0.21
H: 0.8833 0.1730 -3.1435  0.20
H: 2.0588 -0.7561 1.4079  0.20
H: 1.0951 2.2879 -0.2287  0.20
H: 1.9461 -1.1850 -3.2358  0.21
C: 0.8780 0.1397 -0.2183  -0.23
C: 0.3618 1.5358 -0.5293  -0.62
H: 2.5223 0.5164 -1.5598  0.20

[2]
Below is 2 unconnected molecules or ions with the total composition CH3NO2S at a distorted geometry, with properties calculated with the ωB97M-V functional and the def2-TZVPD basis.

Kohn-Sham gap (spin up / spin down) ... 7.60 / 6.74 eV
ΔE to the lowest compared entry with this formula, charge and spin ... 56.5 kcal per mole
Total charge ... 0
2S+1 ... 1
HOMO energy (spin up / spin down) ... -7.828 / -7.445 eV

Each line ends with the natural charge from an NBO analysis.
Element x y z (Å)
H: 2.3280 -0.5397 -0.7985  0.41
O: -2.6669 0.4222 -0.1041  -0.86
C: 0.8929 0.3899 0.1076  0.80
O: 0.8267 1.5435 0.1611  -0.46
N: 1.5732 -0.6645 -0.1733  -0.82
H: 1.1948 -1.5249 0.1092  0.44
H: -2.4983 1.2164 0.4725  0.48
S: -1.6504 -0.8428 0.2255  0.01

[3]
Below is a single C5H4N2 molecule at a distorted geometry, with properties calculated with the ωB97M-V functional and the def2-TZVPD basis.

Kohn-Sham gap (spin up / spin down) ... 7.06 / 7.05 eV
ΔE to the lowest compared entry with this formula, charge and spin ... 166.5 kcal per mole
Total charge ... 0
2S+1 ... 1
HOMO energy (spin up / spin down) ... -8.568 / -8.567 eV

Each line ends with the natural charge from an NBO analysis.
Element x y z (Å)
C: 0.1993 -0.2155 0.4963  0.06
N: 0.3055 0.3257 -1.6213  -0.19
C: 1.0914 0.0718 -0.5379  -0.13
H: 0.6682 0.5202 -2.5570  0.43
C: 0.2399 -0.3088 1.8776  -0.61
H: 2.1660 0.1660 -0.5518  0.25
N: -0.9773 0.3031 -1.4589  -0.14
C: -1.1269 -0.0597 -0.0838  -0.41
H: -1.2787 0.4567 1.0716  0.43
H: -1.9250 -0.7864 0.0512  0.30
C: 0.4723 -0.3951 3.1105  0.00

[4]
Below is a molecular structure, ArH28O14 at a distorted geometry, with properties calculated with the ωB97M-V functional and the def2-TZVPD basis.

Kohn-Sham gap ... 9.97 eV
ΔE to the lowest compared entry with this formula, charge and spin ... 10.3 kcal per mole
Total charge ... 0
2S+1 ... 1
HOMO energy ... -10.421 eV

Each line ends with the natural charge from an NBO analysis.
Element x y z (Å)
O: 3.3058 0.7983 1.0359  -0.97
H: 2.0361 -2.0373 -0.8519  0.51
O: -1.3571 -0.3121 3.1596  -0.95
O: -0.3898 -3.3254 0.8558  -0.94
O: 2.1640 -2.4282 1.4905  -0.99
H: -2.8329 1.5591 -0.3777  0.49
H: -2.5663 3.3082 -1.8529  0.46
H: -1.1667 1.4044 2.4164  0.50
O: 1.6978 -0.0531 3.2829  -0.98
Ar: 0.2904 -0.4156 0.1520  0.00
O: -3.1509 0.7828 0.0833  -0.99
H: -1.2774 -3.1194 1.1487  0.48
O: 1.6902 0.6402 -2.7570  -0.97
H: 1.9024 0.2290 2.3914  0.49
H: -1.2676 2.5436 -1.7093  0.49
H: 2.9559 -1.9547 -2.0515  0.49
H: -1.3166 -0.3753 4.1139  0.48
O: -2.9209 -0.4868 -2.3562  -0.98
H: 1.7688 -0.1395 -2.2073  0.49
H: -2.4331 -1.2641 -2.6282  0.50
O: 2.0332 -2.0327 -1.8091  -0.98
H: -1.0256 -3.3648 -2.0884  0.46
H: 2.1558 -1.7810 2.1957  0.49
O: -1.8266 3.1772 -1.2596  -0.98
H: -1.8843 -1.0647 2.8914  0.49
H: -0.0381 -2.2297 -2.2569  0.50
H: -0.5135 -3.9041 0.1034  0.48
H: 1.3867 3.8524 0.3978  0.48
O: 1.5781 3.2717 1.1343  -0.99
H: 0.7329 2.8827 1.3590  0.50
O: -0.7871 1.6033 -3.0759  -0.98
H: -0.4514 2.5210 3.1468  0.46
H: -1.4426 0.9074 -3.0290  0.48
H: 0.0461 1.1592 -2.9185  0.50
O: -0.9139 -2.5159 -2.5163  -0.96
H: 3.1784 1.7456 0.9848  0.50
H: -3.0570 0.0719 -0.5507  0.47
H: 3.9508 0.6802 1.7332  0.47
O: -0.9189 2.3253 2.3347  -0.96
H: 1.2652 -2.7556 1.4548  0.48
H: 0.7701 -0.2868 3.2537  0.48
H: -3.8280 -0.7845 -2.2874  0.48
H: 2.4579 1.1676 -2.5365  0.48

[5]
Below is 2 unconnected molecules or ions with the total composition C5H14S at a distorted geometry, with properties calculated with the ωB97M-V functional and the def2-TZVPD basis.

Kohn-Sham gap ... 9.94 eV
ΔE to the lowest compared entry with this formula, charge and spin ... 41.8 kcal per mole
Total charge ... 0
2S+1 ... 1
HOMO energy ... -9.068 eV

Each line ends with the natural charge from an NBO analysis.
Element x y z (Å)
C: -0.9461 1.8325 -2.0544  -0.60
H: -1.1761 -2.0554 2.8467  0.21
H: -0.4993 -1.3970 1.6306  0.21
H: 1.8916 3.0167 -0.2214  0.21
H: -1.9069 -2.5094 1.3087  0.23
H: -0.3760 -4.3612 1.5229  0.21
C: 0.8343 3.0916 -0.4826  -0.64
H: -1.0545 0.8417 -2.4828  0.21
C: -0.9715 -2.2923 1.7614  -0.63
C: 0.4484 1.7811 -1.2854  -0.40
H: 0.2693 0.8252 -0.7010  0.20
H: -1.7682 1.9661 -1.4601  0.20
H: 0.7968 -3.5088 2.4951  0.22
H: 1.4086 1.4926 -1.8526  0.21
H: -0.9664 2.6199 -2.7475  0.20
H: 1.8478 -2.2084 0.3789  0.10
H: 0.4128 3.3785 0.5076  0.21
H: 0.5507 4.0212 -0.9998  0.21
S: 1.0646 -3.2364 0.1412  -0.04
C: 0.1401 -3.2984 1.6947  -0.52

[6]
Below is 5 unconnected molecules or ions with the total composition C3H13NO4 at a distorted geometry, with properties calculated with the ωB97M-V functional and the def2-TZVPD basis.

Kohn-Sham gap ... 9.54 eV
ΔE to the lowest compared entry with this formula, charge and spin ... 92.5 kcal per mole
Total charge ... 0
2S+1 ... 1
HOMO energy ... -8.988 eV

Each line ends with the natural charge from an NBO analysis.
Element x y z (Å)
C: -0.2708 0.1183 -1.3367  -0.05
H: 1.3621 1.5276 2.2451  0.48
H: -0.0093 -3.1012 -2.0436  0.18
H: 1.9344 0.8955 0.1708  0.50
C: -1.2499 0.6752 -1.9976  -0.47
H: 2.8247 2.2421 0.0800  0.46
N: 0.0095 -1.3067 -1.1498  -0.43
C: 0.1583 -2.0050 -2.2667  -0.06
H: -0.5668 -1.3608 2.8174  0.48
H: -2.8775 0.7275 1.9786  0.47
H: -1.4792 1.0972 1.8328  0.48
O: 0.7258 1.2458 1.5407  -1.01
O: 2.5480 1.4626 -0.4186  -0.97
O: -0.0485 -1.2800 2.0037  -0.95
O: -2.0454 0.3520 1.8638  -0.95
H: 0.6087 -1.6274 -3.1305  0.18
H: 0.3750 0.3433 1.7072  0.51
H: 0.4661 0.8161 -0.6344  0.22
H: -1.3841 1.7434 -1.7646  0.20
H: -1.8307 0.3664 -2.8526  0.21
H: -0.7541 -1.4966 1.3371  0.51

[7]
Below is a single C4H10Si molecule at a distorted geometry, with properties calculated with the ωB97M-V functional and the def2-TZVPD basis.

Kohn-Sham gap ... 10.06 eV
ΔE to the lowest compared entry with this formula, charge and spin ... 17.6 kcal per mole
Total charge ... 0
2S+1 ... 1
HOMO energy ... -9.093 eV

Each line ends with the natural charge from an NBO analysis.
Element x y z (Å)
C: -0.6587 -0.8950 -0.2880  -0.16
H: -2.4916 -1.2790 0.8249  0.22
H: -2.7514 -1.2255 -0.8349  0.22
H: -0.4425 -2.0150 -0.3428  0.18
H: -2.3610 0.2715 0.1804  0.21
H: 0.6480 1.8429 0.8148  0.22
H: 2.6051 0.7361 -0.8413  -0.16
C: -2.1196 -0.7694 -0.0126  -0.65
C: 0.3756 -0.0262 -0.1488  -0.40
C: 0.0984 1.4832 0.0257  -0.66
H: 2.9208 -1.6480 -0.0434  -0.15
H: 2.6225 0.0381 1.5465  -0.17
H: 0.3145 2.0950 -0.8408  0.22
Si: 2.2463 -0.3770 0.0140  0.86
H: -1.0065 1.7683 -0.0539  0.22

[8]
Below is 9 unconnected molecules or ions with the total composition C32H56O11 at a distorted geometry, with properties calculated with the ωB97M-V functional and the def2-TZVPD basis.

Kohn-Sham gap ... 7.88 eV
Total charge ... 0
2S+1 ... 1
HOMO energy ... -8.626 eV

Each line ends with the Löwdin charge.
Element x y z (Å)
C: -0.8612 -0.5120 -7.2132  -0.10
C: -9.8227 -3.9098 1.6176  -0.32
H: 3.8625 -0.3841 1.4616  0.06
C: 8.5336 6.3310 8.9640  -0.09
H: 1.4191 5.0175 -2.5948  0.11
H: 2.8554 1.4694 2.6349  0.07
H: -9.1739 -7.6622 -1.1108  0.11
C: -7.5263 -8.8257 -1.8924  -0.09
O: -3.4085 -0.7683 -3.8210  0.06
C: -1.3329 0.5939 -2.2094  0.02
H: 6.6482 3.3271 7.2486  0.04
H: -10.1630 -4.7979 2.1599  0.11
C: -5.3502 -4.4376 -0.4341  -0.04
H: 5.3798 5.2340 -2.2540  0.11
O: 4.5388 2.1626 6.0718  -0.10
H: 7.2812 5.0888 10.2164  0.11
C: 7.1511 5.7257 -3.3942  -0.09
O: 4.1273 -0.8611 2.2593  -0.09
H: -1.0660 -2.6141 -7.6497  0.11
C: -3.8316 -4.5005 -0.5096  0.01
C: -5.4099 -2.2791 -1.9070  -0.12
H: 9.1495 3.9154 9.5625  0.09
C: 0.3668 -1.5093 -0.7411  0.08
H: 0.2553 2.0834 -1.6176  0.10
C: -1.5097 -1.8649 -6.9914  -0.32
H: 5.5258 3.6266 5.0157  0.11
O: 1.9536 0.4274 -0.2028  -0.02
C: 0.7708 -0.0502 -0.8167  -0.20
O: -7.3895 -6.7007 -0.7542  -0.12
H: 8.9184 6.3422 7.9416  0.08
C: -6.1447 -1.0980 -2.6080  -0.07
O: 2.5009 3.2797 -2.5727  -0.10
H: 0.2091 -0.5607 -6.9982  0.07
H: -6.8608 1.1140 -2.9489  0.06
H: -7.2641 -3.2920 -1.0725  0.10
H: -0.9990 -0.1764 -8.2440  0.07
O: -9.8733 -4.1796 0.2201  -0.09
H: -1.2887 0.2363 -6.5398  0.07
H: 6.8092 5.1204 8.5076  0.10
H: 7.4104 6.1755 -4.3554  0.08
C: -0.0480 0.9997 -1.5470  0.01
C: -1.5108 -3.3781 -1.3970  -0.26
H: 7.0574 1.6743 6.8244  0.09
H: -2.5849 -1.8199 -7.1944  0.11
H: 5.2378 6.7058 -3.2328  0.12
H: 1.9731 1.4000 -0.3629  0.10
C: 6.8755 2.6678 6.4087  -0.08
H: -1.7187 -1.6279 -5.0739  0.04
H: 3.0548 2.7714 -3.1786  0.08
H: -8.3587 -3.3192 3.0957  0.07
C: 5.7204 2.6304 5.4272  -0.31
H: 2.9026 5.0360 -3.5640  0.08
H: 9.4000 6.3154 9.6311  0.07
H: 0.3852 3.3983 -4.2005  0.07
C: 4.4092 0.1065 3.2644  -0.33
O: 5.0357 4.9517 -4.2622  -0.10
C: -6.1420 -3.3460 -1.1215  0.00
H: 4.7185 -0.4255 4.1659  0.12
H: -8.0760 -2.6544 1.4721  0.07
H: 5.2440 0.7303 2.9270  0.10
H: -10.5138 -3.0921 1.8286  0.11
C: -3.0966 -3.4509 -1.2802  -0.03
H: -8.0892 -9.7582 -1.9718  0.08
H: -3.2369 -5.3000 0.0196  0.11
O: -0.8190 -4.3817 -1.5111  0.10
H: 4.3429 2.7708 6.7957  0.09
H: -7.4044 -6.2765 -1.6228  0.09
C: 1.2400 4.0131 -4.4944  -0.08
H: 3.3851 1.6942 4.3173  0.05
O: -1.3155 -2.2909 -5.6500  -0.09
H: 1.8517 3.4071 -5.1687  0.08
H: 7.6298 6.2979 -2.5965  0.08
C: 3.1816 0.9516 3.5424  -0.08
H: 2.3493 0.3225 3.8669  0.08
H: -7.7164 -4.3444 1.7942  0.06
C: 7.6609 5.1118 9.1899  -0.33
C: 2.0393 4.4312 -3.2759  -0.32
H: -7.5092 -8.3411 -2.8725  0.08
C: -3.9175 -2.3634 -1.9679  -0.01
H: 7.9722 7.2515 9.1396  0.07
H: 1.0014 -2.2799 -0.2076  0.13
C: -8.1394 -7.9097 -0.8520  -0.31
H: -8.1351 -8.3879 0.1288  0.12
H: -2.0138 1.3058 -2.7710  0.12
H: 5.3946 4.0556 -4.2322  0.09
C: -8.4133 -3.5338 2.0260  -0.09
C: 5.6465 5.6942 -3.2109  -0.32
H: 7.5620 4.7122 -3.3946  0.07
O: 8.4032 3.9210 8.9499  -0.10
H: 0.8753 4.8858 -5.0404  0.08
H: -9.2656 -4.9113 0.0429  0.06
H: -5.9103 -5.2103 0.1756  0.08
H: 5.9430 1.9539 4.6013  0.09
C: -1.7150 -0.8591 -2.1033  -0.07
C: -3.0829 -1.2817 -2.7540  -0.28
C: -6.5344 0.0432 -2.8387  0.10
C: -0.9141 -1.9142 -1.4009  -0.05
H: 7.7887 3.0197 5.9238  0.08
H: -6.4909 -9.0596 -1.6342  0.08